Entry 1:
Molecular formula: C12H26BrClN2O3P
Method: DFT, the ωB97M-V functional and the def2-TZVPD basis

Each line ends with the natural charge from an NBO analysis.
Positions of all 46 atoms, in Å:
C -3.94 -4.72 -1.35  -0.626
C -3.03 -3.59 -0.93  -0.061
O -2.28 -3.97 0.22  -0.532
C -1.60 -2.87 0.76  -0.093
C -0.37 -3.32 1.54  -0.083
O 0.77 -2.48 1.27  -0.533
C 0.80 -1.26 1.94  -0.086
C 0.99 -0.12 0.92  -0.122
N 2.36 0.58 0.96  -0.513
C 2.19 2.04 0.68  -0.246
C 0.85 2.02 -0.06  -0.243
C 0.31 3.35 -0.52  -0.420
C 1.03 3.83 -1.79  -0.407
C 0.79 2.94 -3.01  -0.230
N 1.93 2.01 -3.30  -0.816
C 0.05 1.09 0.90  -0.397
Br -1.74 0.81 0.21  0.129
P -0.28 1.58 2.70  1.125
O 1.23 1.62 3.37  -1.011
Cl -0.77 3.57 2.49  -0.247
H -4.89 -4.69 -0.82  0.213
H -4.16 -4.67 -2.41  0.219
H -3.45 -5.67 -1.14  0.226
H -3.64 -2.71 -0.73  0.166
H -2.33 -3.39 -1.74  0.162
H -1.27 -2.21 -0.04  0.164
H -2.25 -2.26 1.39  0.168
H -0.54 -3.33 2.61  0.179
H -0.10 -4.31 1.18  0.226
H 1.64 -1.26 2.65  0.172
H -0.11 -1.09 2.51  0.213
H 1.03 -0.62 -0.04  0.254
H 2.88 0.26 0.13  0.439
H 3.00 0.33 1.72  0.448
H 2.93 2.46 -0.01  0.236
H 2.20 2.66 1.57  0.255
H 1.05 1.36 -0.91  0.201
H 0.49 4.10 0.25  0.228
H -0.75 3.31 -0.75  0.240
H 2.09 3.99 -1.61  0.192
H 0.60 4.80 -2.02  0.234
H -0.08 2.31 -2.84  0.181
H 0.63 3.52 -3.91  0.210
H 2.70 2.17 -2.66  0.335
H 1.63 1.05 -3.14  0.348
H 1.43 0.75 3.76  0.506

## Properties
- frontier orbital gap (eV) = 8.796
- max |F| (eV Å⁻¹) = 1.6
- calculated total energy (Eh) = -4183.363172
- net charge = +1
- LUMO (eV) = -3.39


Entry 2:
Molecular formula: C5H12NO2P
Method: DFT, the ωB97M-V functional and the def2-TZVPD basis

Each line ends with the natural charge from an NBO analysis.
Positions of all 21 atoms, in Å:
C -2.08 -0.08 -1.44  -0.632
C -0.73 0.57 -1.64  -0.200
C 0.04 -0.36 0.33  -0.280
C 1.42 1.30 -0.96  -0.430
C 2.60 -0.41 2.11  -1.038
N 0.33 0.42 -0.66  -0.346
O 0.09 -1.31 2.81  -1.001
O 0.29 1.13 2.48  -1.074
P 0.83 -0.15 1.91  2.018
H -2.32 -1.16 -1.44  0.227
H -2.22 0.26 -0.42  0.236
H -0.31 0.47 -2.59  0.187
H -1.02 1.66 -1.51  0.193
H -2.87 0.47 -2.01  0.216
H 1.89 0.75 -1.76  0.208
H 1.17 2.29 -1.25  0.222
H 2.14 1.36 -0.10  0.220
H 3.17 -0.86 1.25  0.245
H 3.12 0.44 2.43  0.260
H 2.50 -1.11 2.90  0.258
H -0.16 -2.18 2.50  0.511

## Properties
- frontier orbital gap (eV) = 8.667
- max |F| (eV Å⁻¹) = 3.2
- calculated total energy (Eh) = -744.236765
- LUMO (eV) = 0.51


Entry 3:
Molecular formula: C25H38F11N2O6S
Method: DFT, the ωB97M-V functional and the def2-TZVPD basis

Each line ends with the Löwdin charge.
Positions of all 83 atoms, in Å:
C -6.73 -2.23 -0.46  -0.123
C -5.25 -2.75 -0.83  -0.227
C -4.13 -1.60 -0.79  -0.117
C -2.94 -1.96 0.20  -0.033
C -1.57 -2.53 -0.20  -0.029
C -1.27 -2.82 -1.76  -0.095
C -0.55 -1.46 -2.30  -0.187
C -0.62 -1.30 -3.90  -0.170
C -0.81 0.30 -4.19  -0.149
C 0.62 1.07 -4.13  -0.207
O 0.61 2.03 -3.05  -0.225
C 1.89 2.10 -2.37  -0.116
N -0.70 -2.70 0.95  -0.029
O 0.55 -3.19 0.90  0.113
C -1.50 -2.24 2.04  0.014
C -0.83 -2.24 3.51  -0.211
F -1.79 -2.24 4.55  0.094
F 0.02 -3.34 3.73  0.111
C 0.04 -0.87 3.58  -0.298
F -0.80 0.28 3.46  0.088
F 0.84 -0.81 4.74  0.119
F 0.94 -0.77 2.47  0.081
N -2.80 -1.81 1.64  0.019
C -3.90 -1.27 2.49  -0.081
C -3.78 0.35 2.46  -0.215
C -4.94 1.07 1.61  -0.504
S -4.11 2.20 0.35  0.670
H -6.91 -2.17 0.67  0.073
H -7.47 -3.00 -0.87  0.087
H -6.97 -1.22 -0.94  0.087
H -5.30 -3.20 -1.89  0.119
H -4.97 -3.60 -0.12  0.115
H -3.69 -1.54 -1.86  0.122
H -4.52 -0.56 -0.56  0.077
H -0.53 -3.68 -1.86  0.123
H -2.26 -3.04 -2.28  0.114
H 0.53 -1.41 -1.90  0.117
H -1.10 -0.61 -1.76  0.109
H -1.44 -1.91 -4.41  0.115
H 0.44 -1.54 -4.29  0.112
H -1.46 0.77 -3.37  0.105
H -1.30 0.51 -5.19  0.110
H 0.69 1.66 -5.12  0.136
H 1.50 0.34 -4.09  0.091
H 1.98 1.37 -1.48  0.092
H 2.79 1.91 -3.05  0.089
H 2.01 3.16 -1.95  0.100
H 0.91 -2.98 0.00  0.154
H -3.94 -1.70 3.54  0.137
H -4.89 -1.58 1.98  0.128
H -2.79 0.60 1.93  0.079
H -3.72 0.80 3.51  0.123
H -5.62 1.69 2.30  0.097
H -5.64 0.34 1.07  0.053
H -3.45 1.40 -0.57  -0.149
C 8.17 0.69 -4.34  -0.058
C 7.37 0.41 -3.08  -0.202
O 5.99 0.18 -3.39  0.018
C 5.67 -1.06 -3.79  -0.372
O 6.46 -1.96 -3.90  0.175
C 4.17 -1.18 -4.04  -0.508
F 3.68 -0.13 -4.73  0.141
F 3.47 -1.23 -2.89  0.132
F 3.84 -2.28 -4.74  0.162
H 7.72 1.51 -4.90  0.085
H 9.20 0.94 -4.10  0.087
H 8.17 -0.18 -5.00  0.080
H 7.41 1.29 -2.43  0.127
H 7.79 -0.43 -2.52  0.127
C 1.83 1.79 4.25  -0.057
C 0.65 2.62 4.73  -0.207
O 1.08 3.60 5.69  0.028
C 1.59 4.74 5.18  -0.364
O 1.70 4.96 4.00  0.168
C 1.95 5.71 6.30  -0.515
F 2.59 5.10 7.32  0.157
F 0.85 6.29 6.83  0.160
F 2.75 6.71 5.88  0.163
H 2.36 1.35 5.09  0.094
H 1.51 1.00 3.58  0.033
H 2.55 2.42 3.71  0.090
H -0.06 1.97 5.24  0.116
H 0.12 3.09 3.90  0.128

## Properties
- frontier orbital gap (eV) = 8.006
- max |F| (eV Å⁻¹) = 7.6
- calculated total energy (Eh) = -3032.585992
- net charge = +1
- LUMO (eV) = -3.74


Entry 4:
Molecular formula: C4H7N3
Method: DFT, the ωB97M-V functional and the def2-TZVPD basis

Each line ends with the natural charge from an NBO analysis.
Positions of all 14 atoms, in Å:
C -1.39 0.78 1.79  -0.418
N -0.78 1.19 0.53  -0.318
C -0.06 0.27 -0.33  0.377
N -1.27 0.52 -0.74  -0.313
N 0.65 -1.53 -2.31  -0.673
C 1.49 -1.23 -1.40  0.110
C 1.16 -0.30 -0.34  -0.527
H -1.47 -0.31 1.78  0.234
H -0.77 1.10 2.63  0.209
H -2.39 1.22 1.86  0.214
H -0.60 2.18 0.42  0.394
H 1.06 -2.20 -2.96  0.332
H 2.50 -1.65 -1.35  0.151
H 1.88 -0.04 0.44  0.227

## Properties
- frontier orbital gap (eV) = 8.391
- max |F| (eV Å⁻¹) = 0.4
- calculated total energy (Eh) = -320.750762
- LUMO (eV) = 0.72


Entry 5:
Molecular formula: C47H58N6O3SiY
Method: DFT, the ωB97M-V functional and the def2-TZVPD basis

Each line ends with the Löwdin charge.
Positions of all 116 atoms, in Å:
Y 0.32 0.01 -0.21  1.445
O 2.11 1.43 5.27  0.034
C 2.98 2.08 4.47  -0.284
C 4.09 2.68 5.07  -0.030
C 5.02 3.35 4.29  -0.101
C 4.86 3.43 2.91  -0.096
C 3.76 2.84 2.32  -0.024
C 2.80 2.17 3.08  -0.079
C 1.64 1.56 2.38  -0.471
O 1.53 1.74 1.13  -0.171
N 0.78 0.88 3.11  0.033
N -0.22 0.36 2.31  -0.034
C -1.23 -0.11 2.94  -0.078
C -2.47 -0.55 2.33  -0.152
C -3.45 -1.10 3.16  -0.067
C -4.70 -1.44 2.69  -0.124
C -4.99 -1.20 1.34  -0.103
C -4.05 -0.64 0.50  -0.022
C -2.75 -0.33 0.95  -0.366
O -1.87 0.18 0.13  -0.253
H 1.41 1.05 4.67  0.059
H 4.20 2.59 6.14  0.109
H 5.88 3.80 4.77  0.095
H 5.60 3.93 2.30  0.094
H 3.63 2.85 1.24  0.106
H -1.19 -0.12 4.03  0.123
H -3.20 -1.25 4.21  0.103
H -5.44 -1.88 3.34  0.086
H -5.97 -1.45 0.95  0.095
H -4.27 -0.46 -0.54  0.097
N -0.79 5.40 1.11  0.052
C 0.56 4.85 0.70  -0.078
C 0.33 3.81 -0.38  -0.187
N -0.60 2.80 0.07  -0.061
C -1.90 3.33 0.40  -0.202
C -1.79 4.34 1.53  -0.081
H -1.17 5.89 0.30  0.172
H -0.68 6.09 1.86  0.172
H 1.00 4.38 1.58  0.131
H 1.17 5.69 0.39  0.133
H 1.29 3.35 -0.62  0.099
H -0.07 4.28 -1.29  0.127
H -0.21 2.30 0.87  0.050
H -2.56 2.51 0.71  0.123
H -2.35 3.79 -0.49  0.117
H -1.37 3.87 2.42  0.139
H -2.71 4.86 1.78  0.127
C 2.28 3.41 -3.22  -0.069
C 3.21 2.66 -2.30  -0.299
C 4.54 3.06 -2.14  -0.065
C 5.33 2.35 -1.25  -0.309
C 6.78 2.75 -1.05  -0.070
C 4.85 1.24 -0.56  -0.024
C 3.52 0.75 -0.71  -0.287
C 2.74 1.59 -1.57  -0.067
N 2.88 -0.31 -0.17  -0.001
C 3.54 -1.39 0.59  -0.595
C 3.45 -2.69 -0.23  -0.061
C 5.02 -1.25 0.98  -0.075
C 2.79 -1.59 1.91  -0.054
H 2.65 3.38 -4.25  0.078
H 2.21 4.46 -2.93  0.068
H 1.29 2.97 -3.21  0.056
H 4.94 3.90 -2.70  0.096
H 6.91 3.83 -1.18  0.064
H 7.43 2.25 -1.77  0.073
H 7.12 2.48 -0.05  0.066
H 5.55 0.80 0.13  0.064
H 1.72 1.28 -1.79  0.043
H 4.03 -2.58 -1.15  0.074
H 2.42 -2.91 -0.49  0.032
H 3.86 -3.53 0.33  0.074
H 5.67 -1.16 0.11  0.075
H 5.31 -2.17 1.50  0.076
H 5.19 -0.42 1.66  0.076
H 1.72 -1.74 1.76  0.033
H 2.93 -0.72 2.56  0.068
H 3.17 -2.46 2.45  0.083
C 0.02 -2.31 0.07  -0.103
C -0.14 -3.51 0.17  -0.142
C -0.32 -4.93 0.27  -0.258
C 0.76 -5.76 0.59  -0.039
C 0.60 -7.13 0.68  -0.102
C -0.65 -7.71 0.46  -0.119
C -1.73 -6.89 0.14  -0.104
C -1.57 -5.52 0.04  -0.043
H 1.73 -5.31 0.76  0.104
H 1.45 -7.76 0.93  0.094
H -0.77 -8.78 0.53  0.089
H -2.70 -7.33 -0.04  0.093
H -2.40 -4.88 -0.21  0.111
C -2.47 1.84 -2.62  -0.182
Si -1.60 0.28 -3.24  0.366
C -1.63 0.43 -5.13  -0.188
C -2.73 -1.18 -2.86  -0.173
N -0.05 0.04 -2.53  -0.193
C 1.00 -0.36 -3.37  -0.403
C 1.72 -1.53 -3.08  -0.048
C 2.80 -1.93 -3.84  -0.098
C 3.21 -1.18 -4.94  -0.121
C 2.50 -0.03 -5.26  -0.104
C 1.43 0.37 -4.49  -0.089
H -3.46 1.91 -3.08  0.027
H -1.90 2.74 -2.89  0.018
H -2.58 1.78 -1.54  -0.018
H -2.69 0.38 -5.43  0.022
H -1.11 -0.40 -5.61  0.029
H -1.22 1.36 -5.50  0.016
H -3.77 -1.00 -3.13  0.023
H -2.67 -1.45 -1.81  -0.001
H -2.38 -2.05 -3.43  0.029
H 1.39 -2.14 -2.24  0.072
H 3.33 -2.84 -3.58  0.093
H 4.06 -1.49 -5.53  0.084
H 2.80 0.57 -6.11  0.092
H 0.92 1.29 -4.73  0.083

## Properties
- frontier orbital gap (eV) = 4.070
- max |F| (eV Å⁻¹) = 1.1
- calculated total energy (Eh) = -2708.013925
- net charge = -1
- LUMO (eV) = 0.78


Entry 6:
Molecular formula: C6H13N2
Method: DFT, the ωB97M-V functional and the def2-TZVPD basis

Each line ends with the natural charge from an NBO analysis.
Positions of all 21 atoms, in Å:
C 1.35 0.59 0.02  0.280
C -0.16 -0.81 -1.13  -0.210
C -0.75 -0.78 0.28  -0.111
C -1.55 0.42 0.58  -0.627
C 1.48 0.70 -2.31  -0.417
C 0.29 -0.61 2.57  -0.480
N 0.94 0.19 -1.10  -0.275
N 0.38 -0.99 1.19  -0.243
H 2.38 0.85 0.33  0.249
H 0.30 -1.70 -1.32  0.247
H -0.87 -0.37 -1.83  0.235
H -1.46 -1.66 0.32  0.267
H -0.79 1.12 0.58  0.205
H -1.94 0.46 1.65  0.239
H -2.35 0.44 -0.06  0.233
H 1.73 -0.22 -2.89  0.243
H 0.63 1.15 -2.74  0.230
H 2.23 1.48 -2.17  0.249
H -0.67 -0.39 2.95  0.210
H 0.79 0.29 2.78  0.238
H 0.70 -1.39 3.23  0.238

## Properties
- frontier orbital gap (spin up / spin down) (eV) = 8.507 / 8.505
- max |F| (eV Å⁻¹) = 5.4
- calculated total energy (Eh) = -345.496532
- net charge = +1
- LUMO (spin up / spin down) (eV) = -5.20 / -5.20


Entry 7:
Molecular formula: C29H67ClF2NO2PSi2
Method: DFT, the ωB97M-V functional and the def2-TZVPD basis

Each line ends with the Löwdin charge.
Positions of all 105 atoms, in Å:
C 6.42 2.77 1.27  -0.155
C 6.63 1.37 0.45  -0.254
C 6.42 1.48 -1.18  -0.211
C 6.87 2.97 -1.80  -0.224
C 7.10 2.95 -3.42  -0.214
C 5.70 2.73 -4.28  -0.193
C 5.19 4.20 -4.91  -0.214
C 4.15 4.04 -6.17  -0.231
C 2.61 3.68 -5.75  -0.217
C 1.93 4.78 -4.70  -0.243
C 0.32 4.45 -4.69  -0.311
Si -0.43 4.08 -2.95  0.398
O 0.55 4.61 -1.60  -0.375
Si 1.54 3.32 -0.93  0.496
F 2.11 2.13 -2.11  -0.240
C 0.71 2.48 0.64  -0.243
C 1.51 1.05 0.85  -0.213
C 1.00 -0.16 -0.14  -0.130
F 0.20 -1.14 0.67  -0.163
C 3.15 4.19 -0.22  -0.231
C 3.62 5.50 -1.11  -0.286
C 4.25 6.69 -0.14  -0.561
Cl 6.06 6.46 0.23  0.463
P -1.07 1.96 -2.83  0.703
N -2.09 1.66 -1.40  -0.248
O -2.18 1.79 -4.21  -0.404
H 7.08 3.67 0.90  0.048
H 6.79 2.55 2.39  0.085
H 5.30 3.11 1.37  0.056
H 5.83 0.60 0.84  0.103
H 7.69 0.91 0.66  0.107
H 7.08 0.67 -1.75  0.117
H 5.28 1.33 -1.46  0.096
H 5.96 3.69 -1.58  0.071
H 7.80 3.42 -1.21  0.116
H 7.89 2.09 -3.64  0.112
H 7.55 4.00 -3.77  0.110
H 4.83 2.26 -3.62  0.104
H 5.97 1.97 -5.15  0.116
H 6.19 4.68 -5.36  0.111
H 4.83 4.94 -4.08  0.092
H 4.55 3.12 -6.82  0.113
H 4.23 4.97 -6.91  0.117
H 1.96 3.77 -6.75  0.119
H 2.60 2.58 -5.33  0.122
H 2.19 5.89 -5.06  0.132
H 2.47 4.63 -3.68  0.068
H -0.22 5.42 -5.13  0.100
H 0.12 3.52 -5.38  0.080
H -1.69 4.87 -2.88  -0.027
H -0.45 2.38 0.54  0.070
H 0.90 3.11 1.63  0.100
H 1.37 0.69 1.97  0.127
H 2.66 1.28 0.62  0.104
H 0.29 0.19 -1.00  0.069
H 1.92 -0.71 -0.66  0.137
H 4.01 3.38 -0.36  0.063
H 3.09 4.40 0.93  0.096
H 2.76 6.01 -1.72  0.099
H 4.48 5.25 -1.89  0.086
H 4.12 7.69 -0.75  0.089
H 3.57 6.78 0.80  0.090
H -2.00 0.64 -1.13  0.033
H -3.11 1.83 -1.60  0.047
H -2.52 2.73 -4.36  0.043
C -4.96 -5.52 1.21  -0.116
C -3.73 -6.07 0.49  -0.272
C -2.42 -5.74 1.20  -0.228
C -2.09 -4.25 1.32  -0.225
C -2.02 -3.49 -0.01  -0.278
C -0.92 -3.99 -0.93  -0.115
H -4.94 -4.42 1.26  0.068
H -5.87 -5.81 0.68  0.073
H -5.02 -5.91 2.23  0.060
H -3.71 -5.70 -0.54  0.099
H -3.83 -7.16 0.43  0.105
H -1.60 -6.25 0.68  0.100
H -2.45 -6.17 2.21  0.108
H -1.13 -4.15 1.84  0.111
H -2.83 -3.76 1.96  0.100
H -1.83 -2.43 0.21  0.083
H -2.99 -3.53 -0.53  0.098
H 0.06 -3.92 -0.45  0.074
H -0.90 -3.39 -1.85  0.070
H -1.09 -5.03 -1.22  0.064
C -7.81 -6.86 4.10  -0.113
C -7.87 -5.38 4.46  -0.272
C -6.72 -4.93 5.35  -0.228
C -6.65 -5.61 6.73  -0.229
C -7.90 -5.46 7.60  -0.276
C -8.20 -4.02 7.96  -0.117
H -7.89 -7.50 4.98  0.067
H -8.64 -7.12 3.43  0.072
H -6.88 -7.09 3.58  0.064
H -8.83 -5.16 4.94  0.099
H -7.85 -4.80 3.53  0.103
H -6.78 -3.85 5.49  0.101
H -5.77 -5.12 4.83  0.103
H -5.78 -5.20 7.27  0.109
H -6.44 -6.68 6.60  0.101
H -7.74 -6.03 8.52  0.105
H -8.76 -5.91 7.10  0.099
H -7.37 -3.56 8.50  0.076
H -9.09 -3.97 8.61  0.070
H -8.41 -3.41 7.07  0.065

## Properties
- frontier orbital gap (eV) = 8.640
- max |F| (eV Å⁻¹) = 3.9
- calculated total energy (Eh) = -2930.545953
- LUMO (eV) = 0.01


Entry 8:
Molecular formula: C4H7ClN3
Method: DFT, the ωB97M-V functional and the def2-TZVPD basis

Each line ends with the natural charge from an NBO analysis.
Positions of all 15 atoms, in Å:
C -1.02 1.07 -1.09  -0.372
C 0.27 0.42 -1.58  0.079
C -1.56 0.80 0.06  0.153
C 0.26 -1.52 -0.15  -0.165
N 0.78 -0.67 -1.25  -0.367
N -0.25 -0.83 0.96  -0.298
N 0.83 0.05 1.43  -0.556
Cl -2.69 1.16 1.13  0.287
H -1.38 1.94 -1.53  0.277
H 0.87 1.00 -2.34  0.228
H -0.50 -2.09 -0.66  0.250
H 1.01 -2.25 0.21  0.211
H 1.62 -0.43 1.94  0.433
H 0.59 0.62 2.15  0.417
H 1.16 0.74 0.72  0.423

## Properties
- frontier orbital gap (spin up / spin down) (eV) = 8.642 / 8.640
- max |F| (eV Å⁻¹) = 4.1
- calculated total energy (Eh) = -780.623435
- net charge = +1
- LUMO (spin up / spin down) (eV) = -5.03 / -5.03